Formula: C27H36AuGe2N4SSe
Source: the OMol25 dataset
Level of theory: ωB97M-V/def2-TZVPD

Structure (XYZ):
```
72
Properties=species:S:1:pos:R:3:forces:R:3
Au -0.41169 0.01536 -0.35753 -0.056 -0.214 0.045
C 1.27783 0.49643 5.25584 0.016 -0.010 -0.014
C 1.89605 0.45070 3.91303 0.067 -0.168 -0.016
N 3.13182 0.71020 3.63151 -0.007 -0.124 0.041
N 3.21914 0.56775 2.28412 -0.092 -0.070 0.013
C 2.07216 0.22460 1.71394 0.034 -0.025 0.088
S 1.87692 -0.09582 0.04760 -0.010 0.020 -0.109
N 1.20670 0.13906 2.75114 0.014 -0.150 0.034
N -0.14618 -0.15336 2.60916 0.174 -0.118 0.147
H 2.05792 0.68804 5.98771 0.002 -0.001 0.007
H 0.79170 -0.44880 5.49901 -0.007 0.004 0.006
H 0.53937 1.29814 5.31963 -0.026 0.005 -0.009
H 4.09556 0.73700 1.81367 0.006 -0.008 0.003
H -0.67847 0.46664 3.21114 0.025 0.045 -0.025
H -0.31149 -1.11645 2.89024 -0.007 0.007 0.016
C -1.44116 2.76484 -3.68860 -0.055 0.021 0.090
Ge 0.08392 3.13081 -2.53890 0.070 0.088 -0.070
C 1.58710 2.01581 -3.09111 -0.034 -0.024 0.056
C 0.50308 5.03602 -2.39260 -0.004 -0.062 -0.084
Ge -0.33497 2.61365 -0.13900 0.390 0.119 0.274
C 1.16605 2.99337 1.03974 -0.090 0.292 -0.176
C 2.41921 3.30826 0.50476 0.000 0.013 -0.034
C 3.45473 3.73208 1.32370 -0.013 0.010 0.033
C 3.25341 3.83310 2.69558 -0.037 0.082 -0.026
C 2.01500 3.52199 3.24115 -0.028 0.124 -0.049
C 0.97407 3.11538 2.41746 0.064 0.172 -0.011
C -1.89693 2.98332 0.95502 0.089 0.084 -0.095
C -2.32120 4.31214 0.89430 -0.019 -0.006 0.100
C -3.38378 4.74330 1.67656 0.007 -0.011 0.019
C -4.02269 3.85175 2.52865 -0.007 0.030 0.007
C -3.59550 2.53367 2.60145 -0.037 -0.026 -0.008
C -2.53763 2.09834 1.81378 -0.028 -0.074 0.051
H -1.11473 2.90311 -4.72016 0.030 0.021 0.002
H -2.26846 3.44647 -3.49739 0.010 -0.018 0.007
H -1.78534 1.73700 -3.58059 -0.005 -0.008 0.000
H 1.84320 2.27741 -4.11874 -0.013 0.031 -0.001
H 1.29845 0.96434 -3.07954 0.007 -0.009 -0.002
H 2.47457 2.14257 -2.47528 0.001 0.002 0.009
H 0.83828 5.39235 -3.36774 -0.001 0.002 0.000
H 1.29419 5.22314 -1.66814 -0.005 -0.004 0.010
H -0.38250 5.60527 -2.11178 0.002 0.004 0.009
H 2.59386 3.22733 -0.56175 -0.015 0.016 0.009
H 4.41254 3.99645 0.89459 0.003 0.001 -0.003
H 4.05690 4.17028 3.33679 0.004 -0.007 0.009
H 1.85518 3.62382 4.30699 0.009 0.005 0.012
H -0.00247 2.92313 2.84916 -0.043 0.031 -0.002
H -1.82624 5.03003 0.24658 -0.006 -0.019 -0.026
H -3.70754 5.77431 1.62546 0.000 0.003 0.003
H -4.84684 4.18970 3.14265 -0.002 -0.005 0.000
H -4.08872 1.84005 3.27088 -0.021 0.007 -0.005
H -2.22124 1.06165 1.87472 -0.105 0.078 -0.127
C -8.16948 0.74417 0.69424 -0.027 0.007 0.012
C -6.79437 0.37091 0.25162 0.012 -0.064 0.009
C -6.36385 -0.96213 0.27784 -0.014 0.032 -0.010
C -5.10852 -1.33429 -0.14507 -0.019 -0.027 0.013
C -4.72979 -2.78778 -0.13170 0.011 -0.002 0.005
C -4.20904 -0.30089 -0.56168 0.139 -0.098 -0.092
Se -2.53442 -0.89896 -1.11637 -0.287 -0.082 -0.043
C -4.64841 1.04863 -0.65633 0.013 0.093 0.044
C -3.83616 2.12102 -1.30806 -0.048 -0.008 -0.106
C -5.92351 1.34924 -0.23522 0.064 0.048 0.038
H -8.72046 -0.10988 1.08002 0.004 0.000 -0.001
H -8.73030 1.16906 -0.14108 0.001 -0.002 -0.004
H -8.12559 1.51365 1.46762 0.001 -0.003 -0.005
H -7.04704 -1.72508 0.62929 0.006 -0.005 0.001
H -5.57775 -3.39043 0.18448 -0.001 0.003 -0.002
H -3.90032 -2.98622 0.54726 0.001 0.002 0.010
H -4.42681 -3.12884 -1.12324 0.001 0.012 -0.003
H -2.77565 1.88081 -1.32789 -0.078 0.005 -0.022
H -3.97983 3.07508 -0.80246 -0.027 -0.049 -0.052
H -4.16428 2.23279 -2.34498 0.003 -0.017 0.007
H -6.26934 2.37405 -0.30735 -0.008 0.001 -0.006
```
Positions in Å, forces in eV/Å.

## Properties
**Gap between HOMO and LUMO (alpha / beta)**: 0.2532 / 0.2188 Eh
**Net charge**: +2
**2S+1**: 2
**ΔE to the lowest compared entry with this formula, charge and spin**: 14.1 kJ/mol


Formula: C27H36B2F4N11O4V
Source: the OMol25 dataset
Level of theory: ωB97M-V/def2-TZVPD

Structure (XYZ):
```
85
Properties=species:S:1:pos:R:3:forces:R:3
V 0.60476 -0.79209 -0.59328 0.393 -0.634 -0.031
C 1.80661 0.85863 -3.47638 -0.002 0.025 0.021
C 0.45052 1.16049 -2.93745 0.025 -0.044 0.030
C -0.48106 2.04167 -3.46795 -0.011 0.009 -0.022
C -1.54635 2.03799 -2.58669 0.018 0.049 0.014
N -1.26178 1.22267 -1.57187 -0.011 -0.035 -0.037
N -0.04699 0.65150 -1.78552 -0.141 0.331 -0.283
B -2.11636 0.79283 -0.34775 0.076 0.091 -0.010
N -2.39262 -0.70329 -0.51369 0.065 0.014 0.249
C -3.51281 -1.37454 -0.78064 0.007 0.035 0.020
C -3.19850 -2.70331 -0.95612 0.024 -0.048 -0.063
C -1.82397 -2.79128 -0.80883 -0.091 0.099 0.152
C -1.03663 -4.03682 -0.95613 -0.036 -0.028 -0.021
N -1.31631 -1.56577 -0.51198 -0.327 -0.118 -0.240
N -1.21123 0.95609 0.91224 -0.068 -0.089 0.047
C -1.47787 1.61792 2.03882 0.024 0.039 -0.006
C -0.38536 1.51283 2.87741 -0.018 -0.009 -0.012
C 0.53879 0.73365 2.19066 0.076 0.107 -0.036
C 1.88545 0.35012 2.70187 0.002 -0.003 -0.009
N 0.02074 0.38796 0.99288 -0.040 0.061 0.144
N -3.31019 1.69044 -0.21672 -0.037 0.010 -0.078
C -3.28043 3.04868 -0.12104 0.006 -0.003 -0.018
C -4.56802 3.48651 0.01494 0.005 0.006 0.009
C -5.35380 2.31053 -0.00592 0.000 0.004 0.007
C -6.83866 2.19031 0.10468 0.000 -0.002 -0.001
N -4.59109 1.24185 -0.14308 -0.008 0.004 0.041
H 1.73556 0.63775 -4.53792 0.007 0.036 -0.029
H 2.26884 0.00191 -2.99842 0.004 -0.008 -0.017
H 2.44858 1.73344 -3.35262 0.003 -0.022 0.022
H -0.38951 2.60549 -4.37966 -0.001 -0.008 -0.002
H -2.48300 2.56952 -2.61658 -0.001 -0.009 0.000
H -4.44918 -0.84590 -0.81209 -0.004 0.008 0.012
H -3.87221 -3.50874 -1.19023 0.008 -0.005 0.004
H -1.24506 -4.47999 -1.92629 -0.005 -0.009 -0.023
H -1.32707 -4.75947 -0.19411 0.035 0.008 0.015
H 0.01979 -3.84010 -0.90011 0.143 -0.046 -0.076
H -2.41529 2.13348 2.16329 0.001 -0.009 0.008
H -0.26170 1.95042 3.85281 0.001 0.001 -0.004
H 2.13431 0.99088 3.54542 0.006 0.008 -0.008
H 2.66991 0.46900 1.95930 0.001 -0.020 -0.001
H 1.88977 -0.67748 3.06706 0.003 0.009 0.023
H -2.35041 3.59510 -0.15186 -0.006 -0.004 -0.004
H -4.90738 4.50324 0.11479 0.001 -0.003 -0.004
H -7.29818 3.17376 0.17735 0.000 -0.001 0.000
H -7.11621 1.61669 0.98871 -0.001 0.001 -0.001
H -7.25195 1.68267 -0.76635 -0.001 0.001 0.001
N 1.57461 -2.32946 0.74971 -0.032 0.026 0.067
C 1.75995 -3.80059 1.02461 0.005 0.019 0.000
C 1.30934 -4.28885 2.39756 0.063 0.068 0.002
C -0.19426 -4.35366 2.69872 0.013 -0.049 -0.044
C -0.68679 -3.23877 3.60105 -0.029 -0.053 0.054
N -0.52997 -1.94364 2.93925 -0.004 0.042 0.000
H 2.49644 -2.01861 0.45847 0.113 0.029 0.154
H 1.38017 -1.88316 1.64762 -0.163 -0.154 0.051
H 2.83102 -3.99120 0.95490 0.016 0.011 -0.048
H 1.29763 -4.38989 0.24388 -0.072 -0.038 -0.056
H 1.80966 -3.69431 3.16988 0.009 0.006 -0.007
H 1.73142 -5.29252 2.48191 0.001 0.006 0.017
H -0.43205 -5.30293 3.18128 0.043 -0.016 -0.008
H -0.76754 -4.34371 1.76858 -0.031 0.033 -0.004
H -0.08387 -3.21860 4.51224 -0.009 -0.035 0.008
H -1.71831 -3.44615 3.90495 -0.010 0.038 -0.017
H -0.78985 -1.19529 3.57158 -0.013 0.025 0.003
H -1.17069 -1.88133 2.15163 0.006 -0.014 0.000
O 4.29714 -0.68067 -0.14896 -0.020 -0.013 0.074
C 3.51364 0.20548 -0.32938 0.145 -0.057 -0.049
O 2.19869 -0.09849 -0.51305 -0.099 0.283 -0.096
C 3.80962 1.65462 -0.36619 0.007 0.006 0.000
C 2.79255 2.59192 -0.52916 -0.029 0.015 0.028
C 3.10089 3.94046 -0.55461 0.008 0.008 0.009
C 4.42558 4.31126 -0.41401 -0.010 -0.021 -0.035
C 5.45255 3.40000 -0.24774 0.003 0.014 -0.007
C 5.13561 2.05366 -0.22269 0.000 -0.006 -0.014
N 4.75721 5.75751 -0.43992 -0.002 0.008 0.110
O 5.92466 6.05818 -0.33703 -0.004 -0.002 -0.036
O 3.83204 6.53308 -0.54673 0.005 -0.003 -0.043
H 1.76399 2.27057 -0.63395 0.026 0.006 0.000
H 2.34356 4.69971 -0.67928 0.000 0.002 0.001
H 6.46866 3.74970 -0.14341 0.000 0.002 -0.001
H 5.90512 1.30451 -0.09701 0.000 0.001 0.000
F 1.04755 -1.69883 -4.47670 0.028 -0.014 0.086
B 0.12946 -2.24228 -3.66582 -0.170 -0.075 -0.385
F 0.05528 -3.57905 -3.63798 0.052 0.035 0.063
F -1.02539 -1.55803 -3.51238 0.076 -0.022 0.110
F 0.89831 -1.93790 -2.05678 -0.049 0.092 0.232
```
Positions in Å, forces in eV/Å.

## Properties
**Gap between HOMO and LUMO (alpha / beta)**: 0.2374 / 0.2610 Eh
**Net charge**: +1
**2S+1**: 2
**ΔE to the lowest compared entry with this formula, charge and spin**: 0.0 kJ/mol


Formula: C27H36BDyN9O7S3
Source: the OMol25 dataset
Level of theory: ωB97M-V/def2-TZVPD

Structure (XYZ):
```
84
Properties=species:S:1:pos:R:3:forces:R:3
Dy -0.22028 0.85740 -0.47565 -0.197 -0.647 0.065
C 2.54531 -3.73518 -4.58347 -0.039 -0.022 0.053
C 1.86123 -2.45581 -4.08767 0.077 0.065 -0.322
C 2.93037 -1.37361 -3.97718 -0.095 -0.004 0.212
C 0.78548 -1.99855 -5.07453 -0.002 -0.005 0.076
N 1.16618 -2.79416 -2.79935 0.014 0.061 0.290
C 0.36489 -3.92114 -2.75639 -0.135 -0.087 -0.030
C -0.13601 -4.02449 -1.51583 -0.091 -0.033 -0.024
N 0.33029 -2.96264 -0.77744 0.415 -0.023 -0.146
B -0.05294 -2.87720 0.72503 0.099 0.328 -0.088
N -1.48429 -2.31848 0.94627 -0.365 -0.155 -0.242
C -2.12625 -2.61973 2.12196 0.052 -0.039 0.087
C -3.35756 -2.08207 2.08103 -0.012 -0.035 0.167
N -3.49519 -1.43899 0.86773 0.368 0.034 -0.055
C -2.32472 -1.58696 0.18516 -0.131 -0.162 0.095
S -1.97298 -1.00716 -1.41558 -0.276 0.347 -0.032
C -4.76186 -0.75666 0.44072 -0.248 0.075 -0.125
C -5.32919 -1.47309 -0.78617 0.093 0.000 0.054
C -4.52369 0.73578 0.18675 0.115 -0.173 0.062
C -5.76745 -0.86908 1.58353 -0.014 -0.062 0.040
N 1.02430 -2.10606 1.53698 -0.106 0.093 0.455
C 2.23399 -2.72143 1.75519 0.067 -0.024 -0.099
C 2.98934 -1.89964 2.49925 0.131 -0.090 -0.068
N 2.25099 -0.75815 2.75776 -0.277 -0.063 -0.149
C 1.03871 -0.90200 2.15495 0.127 -0.323 -0.037
S -0.30268 0.19160 2.15052 0.263 0.206 0.043
C 2.89807 0.33743 3.55752 0.190 0.167 0.164
C 2.02387 1.55815 3.81534 -0.144 -0.127 -0.142
C 3.29146 -0.26672 4.90814 -0.032 -0.049 -0.024
C 4.13369 0.78775 2.77292 -0.037 -0.046 -0.035
C 1.11742 -2.20338 -1.57638 -0.245 -0.166 0.056
S 1.87429 -0.72511 -1.07787 0.055 0.100 -0.186
H 3.13580 -3.50328 -5.46827 -0.027 0.012 -0.009
H 1.83193 -4.51050 -4.85902 0.059 -0.008 -0.016
H 3.21641 -4.12954 -3.81927 0.005 -0.012 -0.017
H 3.45205 -1.33028 -4.93335 -0.044 -0.030 0.000
H 3.65982 -1.60264 -3.20304 0.039 0.016 0.027
H 2.50235 -0.39558 -3.78201 0.012 0.056 0.063
H 1.24712 -1.77682 -6.03644 -0.006 -0.004 -0.004
H 0.29762 -1.09332 -4.70937 -0.005 0.000 -0.011
H 0.02513 -2.76523 -5.22694 0.003 0.009 -0.012
H 0.20704 -4.55324 -3.60936 0.045 0.022 0.029
H -0.79120 -4.76480 -1.09152 0.029 0.008 0.013
H -0.05958 -3.99901 1.14406 -0.008 -0.108 0.002
H -1.64474 -3.18353 2.90159 -0.008 -0.028 -0.043
H -4.13523 -2.11585 2.81922 0.063 0.012 -0.051
H -4.65209 -1.41355 -1.63395 0.019 0.006 -0.031
H -6.27564 -1.01308 -1.07024 0.004 0.023 0.029
H -5.51468 -2.52380 -0.55657 -0.009 0.010 -0.008
H -3.99281 0.91011 -0.74168 0.134 0.000 -0.115
H -3.96113 1.16859 1.01491 -0.006 0.059 -0.005
H -5.48571 1.24452 0.12025 0.004 -0.045 0.011
H -6.00424 -1.90829 1.81455 -0.032 0.030 0.018
H -6.69097 -0.38314 1.27561 0.010 0.012 -0.029
H -5.40621 -0.36553 2.48160 -0.065 -0.005 0.008
H 2.46022 -3.68757 1.33850 -0.027 -0.007 0.061
H 3.99288 -2.03498 2.85629 -0.042 0.030 0.013
H 1.12348 1.30516 4.36815 -0.076 0.013 -0.002
H 1.74615 2.05416 2.88853 -0.068 0.029 -0.032
H 2.60752 2.25595 4.41710 0.035 -0.059 -0.018
H 2.40665 -0.63981 5.42568 0.017 -0.011 0.010
H 3.75297 0.49744 5.53241 0.014 0.022 -0.039
H 4.00360 -1.08412 4.79917 -0.012 0.011 0.052
H 3.84106 1.13446 1.78024 0.018 0.011 0.004
H 4.86174 -0.01507 2.65876 0.012 0.037 -0.015
H 4.61822 1.61031 3.29800 -0.002 -0.014 0.018
O -0.59712 8.46277 0.33066 0.038 -0.059 -0.145
N -0.03027 7.88586 -0.57458 0.047 0.131 0.027
O 0.45869 8.40529 -1.55661 -0.098 -0.067 0.140
C 0.09018 6.42913 -0.45836 0.007 -0.325 -0.024
C -0.55670 5.77389 0.58322 -0.221 0.050 0.135
C -0.40810 4.41163 0.68752 0.628 0.093 -0.457
C 0.50221 3.68700 -0.13522 -0.041 0.693 -0.147
O 0.92868 2.53388 0.17433 0.508 0.493 0.216
C 0.84678 4.35229 -1.34308 -0.178 0.138 0.688
C 0.70994 5.71860 -1.47465 -0.039 0.145 -0.221
N 1.15045 3.49881 -2.45545 0.102 -0.301 -0.250
O 0.66370 2.34891 -2.40469 -0.052 -0.052 -0.276
O 1.76676 3.90754 -3.39779 -0.022 0.013 0.102
N -1.30883 3.58725 1.44455 -0.236 -0.263 0.093
O -1.78003 3.95217 2.48138 0.041 0.048 -0.035
O -1.62430 2.51632 0.88330 -0.271 0.024 0.149
H -1.21381 6.31491 1.25186 0.028 0.037 -0.004
H 1.02143 6.23498 -2.37320 0.052 -0.034 -0.008
```
Positions in Å, forces in eV/Å.

## Properties
**Gap between HOMO and LUMO (alpha / beta)**: 0.2550 / 0.2545 Eh
**Net charge**: +1
**2S+1**: 6


Number 1: E_tot -8358.0866 Eh. Number 2: E_tot -3347.0650 Eh. Number 3: E_tot -4174.2183 Eh.